Density functional theory data (ωB97M-V with the def2-TZVPD basis set) for 4 unconnected molecules or ions with the total composition C48H103N12O7P3 in a non-equilibrium geometry.

Structure (XYZ):
```
173
C48H103N12O7P3 | OMol25 | ωB97M-V with the def2-TZVPD basis set
C -5.3565 2.5611 2.0872
O -5.2479 3.5669 3.0774
C -4.4535 3.2032 4.1870
C -3.0138 3.7508 4.1163
C -2.0079 2.7054 4.6354
C -2.0097 1.4541 3.7206
C -0.6125 1.0141 3.2627
C 0.4034 0.7944 4.3862
C 0.2706 -0.5548 5.0891
O 0.3324 -1.6469 4.1925
C -0.9194 -2.3012 3.9991
C -0.9988 -3.4886 4.9574
C -2.3117 -4.2648 4.8629
C -2.4229 -5.4037 5.8689
N -2.7310 -4.9281 7.2211
C -3.9743 -4.1514 7.2907
C -3.7135 -2.7209 7.7175
C -4.2400 -1.6451 7.0062
C -4.0304 -0.3326 7.4034
C -3.2729 -0.0755 8.5384
C -2.7065 -1.1232 9.2545
C -2.9348 -2.4294 8.8361
O -2.3641 -3.4568 9.5834
C -1.0991 -2.6187 2.4929
N -2.5115 -2.4882 2.0730
C -0.4642 -3.9304 2.0268
C -0.9555 -4.3837 0.6260
C -0.9229 -3.2745 -0.4371
N -2.2379 -3.1983 -1.0674
C -2.3195 -2.1632 -2.1002
C -3.3769 -1.1065 -1.8383
C -3.0102 0.2264 -2.1012
C -3.9100 1.2525 -1.8607
C -5.1824 0.9999 -1.3561
C -5.5577 -0.3053 -1.1094
C -4.6552 -1.3392 -1.3520
O -5.0867 -2.6408 -1.0896
H -5.1644 1.5559 2.4696
H -6.3896 2.5657 1.7264
H -4.7249 2.7913 1.2242
H -4.9209 3.6735 5.0594
H -4.4741 2.1288 4.3950
H -2.9236 4.6514 4.7256
H -2.7840 4.0037 3.0785
H -1.0135 3.1506 4.6595
H -2.3390 2.4291 5.6406
H -2.5563 1.7405 2.8149
H -2.5890 0.6445 4.1762
H -0.6966 0.1549 2.5970
H -0.2245 1.8265 2.6374
H 1.3954 0.8200 3.9250
H 0.3641 1.6075 5.1125
H 1.1352 -0.6515 5.7563
H -0.6115 -0.5665 5.7415
H -1.7508 -1.6356 4.2746
H -0.1679 -4.1679 4.7397
H -0.8242 -3.1332 5.9773
H -2.4097 -4.7027 3.8661
H -3.1311 -3.5422 4.9366
H -1.4597 -5.9208 5.9149
H -3.1441 -6.1398 5.4783
H -2.8244 -5.7523 7.7992
H -4.5114 -4.1321 6.3392
H -4.6642 -4.5914 8.0175
H -4.8350 -1.8437 6.1194
H -4.4439 0.5078 6.8595
H -3.1099 0.9333 8.8980
H -2.1056 -0.9488 10.1368
H -1.4349 -3.4736 9.3319
H -0.5755 -1.8208 1.9650
H -3.0822 -3.2176 2.4799
H -2.8252 -1.5712 2.3665
H 0.6208 -3.8021 1.9800
H -0.6481 -4.7714 2.6980
H -1.9761 -4.7431 0.7736
H -0.3567 -5.2520 0.3473
H -0.5562 -2.3117 -0.0613
H -0.2170 -3.6001 -1.2077
H -2.9054 -3.0313 -0.3292
H -2.4613 -2.6059 -3.0930
H -1.3658 -1.6246 -2.1049
H -2.0254 0.4510 -2.4921
H -3.6311 2.2836 -2.0490
H -5.8589 1.8246 -1.1733
H -6.5452 -0.5251 -0.7220
H -5.1828 -2.6970 -0.1330
O 1.4481 -0.8747 -2.4433
P 2.2246 -0.1850 -3.5298
N 2.7217 -1.5361 -4.4580
C 4.0670 -1.8714 -4.8716
C 1.6842 -2.4323 -4.9453
N 3.5018 0.4434 -2.5713
C 4.9187 0.3435 -2.8702
C 3.2963 0.4675 -1.1258
N 2.5904 0.9740 -4.7744
C 2.2609 2.3657 -4.3722
C 1.9130 0.7484 -6.0728
H 4.5809 -1.0354 -5.3566
H 4.0596 -2.6776 -5.6060
H 4.6735 -2.2202 -4.0303
H 1.2564 -2.0884 -5.8982
H 0.8652 -2.5102 -4.2272
H 2.0658 -3.4434 -5.0921
H 5.3301 -0.6280 -2.5716
H 5.4743 1.1176 -2.3320
H 5.1422 0.5229 -3.9200
H 3.4774 -0.5179 -0.6786
H 2.2860 0.7837 -0.8780
H 3.9653 1.1894 -0.6488
H 1.1883 2.4967 -4.1991
H 2.5745 3.0607 -5.1513
H 2.7899 2.6465 -3.4650
H 0.8310 0.6321 -5.9679
H 2.3130 -0.1314 -6.5737
H 2.1019 1.5886 -6.7402
O 8.7014 1.9651 -0.6060
P 8.9503 2.2904 0.8510
N 7.5722 1.5033 1.4847
C 6.4917 2.0935 2.2425
C 7.4604 0.0646 1.3055
N 8.6813 3.9896 0.6541
C 7.7667 4.7999 1.4304
C 8.8032 4.5319 -0.6926
N 9.5960 2.7120 2.4251
C 10.8840 3.4494 2.3405
C 9.8417 1.5721 3.3363
H 6.8331 2.6799 3.1017
H 5.8346 1.3328 2.6657
H 5.8668 2.7218 1.6001
H 7.9735 -0.4805 2.1120
H 7.8942 -0.2618 0.3582
H 6.4211 -0.2648 1.2898
H 6.7338 4.7158 1.0705
H 8.0511 5.8556 1.3654
H 7.7975 4.5569 2.4904
H 7.9030 4.3542 -1.2938
H 9.6532 4.0991 -1.2134
H 8.9797 5.6102 -0.6468
H 11.6731 2.8408 1.8892
H 11.2048 3.7504 3.3383
H 10.7774 4.3575 1.7545
H 10.4469 0.7895 2.8716
H 8.9043 1.1346 3.6762
H 10.3579 1.9158 4.2324
O -1.6621 0.6198 -7.4326
P -3.1527 0.4283 -7.3771
N -3.5606 0.7633 -9.0083
C -4.5406 1.7128 -9.4887
C -2.9021 -0.0211 -10.0407
N -3.5426 1.7157 -6.3114
C -4.5991 2.6854 -6.5177
C -2.4680 2.3411 -5.5511
N -4.7077 -0.2816 -7.0208
C -4.8149 -0.7785 -5.6281
C -5.1077 -1.4092 -7.8891
H -5.5165 1.5933 -9.0068
H -4.7217 1.5810 -10.5558
H -4.2030 2.7452 -9.3540
H -3.4242 -0.9700 -10.2335
H -1.8771 -0.2630 -9.7540
H -2.8406 0.5266 -10.9815
H -4.2911 3.4930 -7.1934
H -4.8796 3.1438 -5.5641
H -5.5100 2.2276 -6.8980
H -1.9255 3.0728 -6.1636
H -1.7544 1.6154 -5.1671
H -2.8630 2.8648 -4.6764
H -4.1124 -1.5967 -5.4419
H -5.8286 -1.1303 -5.4335
H -4.6215 -0.0002 -4.8938
H -4.3417 -2.1873 -7.9416
H -5.3296 -1.0669 -8.8984
H -6.0260 -1.8592 -7.5132
```

Values from the calculation:
HOMO level (Ha): -0.2918
Maximum force (hartree/bohr): 0.15258
LUMO energy (eV): -0.16
E (eV): -111522.5902
Total charge: 0
Kohn-Sham gap (hartree): 0.286